Record 1
7 unconnected molecules or ions with the total composition C22H33BCl12N2 at a distorted geometry, computed with wB97M-V/def2-TZVPD.

Properties
M (g mol⁻¹): 761.77
Gap between HOMO and LUMO (eV): 8.52
HOMO level (eV): -8.87
SMILES: B(c1ccncc1)c1ccncc1.ClCCCl.ClCCCl.ClCCCl.ClCCCl.ClCCCl.ClCCCl
Maximum force (eV/Å): 4.7

Geometry (Å):
B  0.63  3.06  3.85
C  1.95  3.43  3.04
C  3.10  2.54  2.87
C  4.20  3.04  2.07
N  4.28  4.24  1.45
C  3.22  5.05  1.65
C  2.02  4.75  2.41
C  -0.75  3.11  3.07
C  -1.76  4.15  3.27
C  -3.00  4.27  2.56
N  -3.35  3.37  1.61
C  -2.46  2.40  1.38
C  -1.12  2.12  2.03
H  0.66  2.80  5.01
H  3.09  1.53  3.33
H  5.06  2.34  1.92
H  3.25  6.05  1.16
H  1.15  5.43  2.54
H  -1.53  4.95  4.02
H  -3.67  5.13  2.80
H  -2.76  1.71  0.58
H  -0.45  1.29  1.75
Cl  2.30  9.03  1.31
C  1.72  9.60  2.89
C  1.71  8.50  3.93
Cl  0.46  7.27  3.58
H  0.73  10.03  2.76
H  2.40  10.39  3.21
H  1.48  8.91  4.91
H  2.67  7.99  3.98
Cl  -1.48  -3.33  0.59
C  -3.01  -2.62  1.17
C  -3.25  -1.24  0.60
Cl  -2.10  -0.03  1.24
H  -2.98  -2.60  2.26
H  -3.81  -3.29  0.86
H  -4.25  -0.90  0.87
H  -3.17  -1.24  -0.49
Cl  0.95  -5.73  -0.75
C  1.91  -4.23  -0.77
C  2.87  -4.18  -1.94
Cl  4.19  -5.37  -1.77
H  2.43  -4.15  0.18
H  1.20  -3.40  -0.84
H  3.33  -3.20  -1.99
H  2.35  -4.37  -2.88
Cl  1.79  -7.20  -5.66
C  0.26  -6.50  -5.07
C  0.01  -5.12  -5.65
Cl  1.15  -3.91  -5.01
H  0.29  -6.48  -3.98
H  -0.54  -7.17  -5.38
H  -0.99  -4.78  -5.37
H  0.08  -5.12  -6.73
Cl  -5.71  -5.18  1.79
C  -5.20  -6.87  2.03
C  -3.77  -7.10  1.58
Cl  -3.59  -6.99  -0.18
H  -5.89  -7.51  1.49
H  -5.29  -7.08  3.09
H  -3.45  -8.11  1.87
H  -3.08  -6.39  2.04
Cl  1.70  -0.54  -4.11
C  2.31  0.28  -5.57
C  1.19  0.65  -6.52
Cl  0.45  -0.78  -7.28
H  3.04  -0.37  -6.04
H  2.82  1.19  -5.24
H  1.59  1.27  -7.33
H  0.41  1.21  -6.02

Record 2
A molecular structure, C22H33BrHfN5O2S, computed with wB97M-V/def2-TZVPD.

Properties
Energy above the lowest of the compared OMol25 structures with the same formula, charge and spin (kJ/mol): 10.6
M (g mol⁻¹): 690.00
Net charge: +3
Gap between HOMO and LUMO (eV): 6.94
HOMO level (eV): -16.98
Maximum force (eV/Å): 0.6

Geometry (Å):
Hf  -0.26  0.52  0.63
C  1.67  0.27  -1.85
C  2.69  0.54  -0.75
N  2.02  0.32  0.57
C  2.65  0.98  1.77
C  1.77  2.10  2.30
N  0.38  1.58  2.56
C  -0.49  2.58  3.26
C  -1.03  3.64  2.33
C  -2.26  3.20  1.56
N  -2.07  2.05  0.59
C  -2.06  2.53  -0.84
C  -0.73  3.17  -1.17
N  0.38  2.19  -0.92
C  0.83  1.50  -2.18
H  1.06  -0.60  -1.54
H  2.16  -0.07  -2.76
H  3.09  1.56  -0.80
H  3.55  -0.14  -0.82
H  2.09  -0.69  0.73
H  3.63  1.37  1.51
H  2.78  0.22  2.54
H  1.71  2.93  1.60
H  2.19  2.48  3.23
H  0.50  0.80  3.21
H  0.10  3.02  4.07
H  -1.30  2.02  3.73
H  -0.25  4.01  1.66
H  -1.33  4.51  2.93
H  -2.68  4.04  0.99
H  -3.03  2.89  2.26
H  -2.91  1.49  0.67
H  -2.87  3.24  -1.00
H  -2.25  1.67  -1.49
H  -0.56  4.04  -0.55
H  -0.72  3.51  -2.21
H  1.18  2.73  -0.60
H  1.43  2.19  -2.78
H  -0.05  1.24  -2.77
Br  -5.21  -3.16  -2.44
C  -3.85  -2.18  -1.69
C  -2.73  -1.84  -2.45
C  -1.73  -1.10  -1.85
N  -1.78  -0.69  -0.56
C  -2.87  -1.05  0.16
C  -3.92  -1.77  -0.36
H  -2.63  -2.14  -3.48
H  -0.85  -0.83  -2.42
H  -2.88  -0.78  1.21
H  -4.76  -2.03  0.27
O  2.21  -6.14  -2.40
C  2.61  -4.92  -2.02
O  3.51  -4.35  -2.57
C  1.87  -4.24  -0.90
C  0.49  -4.14  -0.89
C  -0.15  -3.30  0.03
C  0.62  -2.60  0.95
S  -0.14  -1.45  2.11
C  2.00  -2.80  1.02
C  2.63  -3.59  0.07
H  1.59  -6.53  -1.77
H  -0.11  -4.68  -1.62
H  -1.22  -3.22  0.03
H  2.58  -2.39  1.84
H  3.70  -3.72  0.08

Record 3
A molecular structure, C22H33Ca2O19Pt at a distorted geometry, computed with wB97M-V/def2-TZVPD.

Properties
⟨S²⟩: 2.00
M (g mol⁻¹): 876.72
2S+1: 3
Net charge: +1
Gap between HOMO and LUMO (spin up / spin down) (eV): 7.30 / 5.90
HOMO level (spin up / spin down) (eV): -11.54 / -11.53
Maximum force (eV/Å): 7.0

Geometry (Å):
Ca  -0.22  4.86  0.34
Ca  -1.65  -1.20  -2.48
Pt  -1.39  2.56  -2.35
C  -4.37  5.52  -1.65
C  -3.40  4.85  -0.67
O  -2.32  4.28  -1.04
O  -3.65  5.04  0.54
H  -3.98  5.68  -2.65
H  -4.65  6.50  -1.28
H  -5.35  5.03  -1.70
C  0.71  0.81  -5.64
C  -0.15  0.16  -4.62
O  -0.48  -1.03  -4.60
O  -0.57  0.89  -3.71
H  1.77  0.69  -5.43
H  0.59  1.89  -5.59
H  0.52  0.48  -6.66
C  -1.00  3.26  4.11
C  -0.62  4.18  2.95
O  -1.54  4.96  2.58
O  0.58  4.26  2.50
H  -0.46  2.33  3.95
H  -2.06  3.06  4.30
H  -0.46  3.66  4.96
C  -5.63  0.80  -2.03
C  -4.19  0.45  -2.53
O  -3.30  1.28  -2.12
O  -3.91  -0.64  -2.94
H  -6.22  0.84  -2.94
H  -5.70  1.83  -1.66
H  -6.18  0.01  -1.51
C  -0.13  0.56  1.31
C  -0.37  1.20  0.00
O  -0.78  0.42  -0.89
O  -0.39  2.47  -0.06
H  -0.90  -0.20  1.49
H  -0.03  1.32  2.08
H  0.80  -0.01  1.34
C  3.65  -4.72  -1.80
C  2.57  -4.41  -0.74
C  2.77  -3.31  0.29
O  1.56  -2.67  0.25
C  0.82  -3.04  -0.85
O  0.00  -2.34  -1.37
O  1.30  -4.11  -1.37
H  3.88  -3.83  -2.38
H  3.45  -5.60  -2.41
H  4.52  -4.84  -1.15
H  2.56  -5.23  -0.02
H  3.46  -2.56  -0.09
H  3.00  -3.75  1.26
C  -0.53  -2.45  2.58
C  -0.35  -3.76  3.37
C  -0.40  -3.66  4.86
O  -1.57  -4.29  5.22
C  -2.05  -5.04  4.12
O  -2.97  -5.83  4.16
O  -1.37  -4.71  3.01
H  -1.53  -2.03  2.71
H  -0.56  -2.57  1.50
H  0.33  -1.78  2.73
H  0.52  -4.35  3.11
H  -0.56  -2.59  5.02
H  0.54  -3.87  5.37
C  4.31  1.05  1.32
C  3.32  1.39  0.24
C  3.86  1.94  -1.11
O  3.40  1.03  -2.06
C  3.08  -0.07  -1.57
O  2.86  -1.16  -2.21
O  2.75  0.16  -0.27
H  3.76  0.60  2.15
H  4.72  2.05  1.43
H  4.99  0.34  0.85
H  2.54  2.05  0.63
H  4.95  1.91  -1.20
H  3.54  2.97  -1.25